Entry i
Formula: C6H9N
Source: OMol25
Level of theory: wB97M-V/def2-TZVPD

Values from the calculation:
- Kohn-Sham gap (alpha / beta): 7.65 / 7.65 eV
- LUMO energy (alpha / beta): 0.63 / 0.63 eV
- HOMO (alpha / beta): -0.2580 / -0.2580 hartree

The geometry in ORCA input format:
```
! RIJCOSX wB97M-V def2-TZVPD def2/J DEFGRID3
* xyz 0 1
C 2.873 0.519 0.123
C 2.018 -0.697 0.076
C 0.910 -0.884 -0.580
C -0.455 -0.925 -0.837
N -1.458 -0.679 0.097
C -2.596 0.138 -0.265
C -1.599 0.605 0.744
H 3.601 0.423 -0.694
H 3.463 0.567 1.045
H 2.352 1.480 -0.023
H -0.824 -1.361 -1.765
H 0.634 -2.022 -0.815
H -3.568 -0.234 0.052
H -2.580 0.626 -1.239
H -0.920 1.402 0.446
H -1.847 0.571 1.802
*
```

Löwdin atomic charge list, values in e, 2 entries: atom 1 (C): -0.161, atom 2 (C): -0.078

Entry ii
Formula: C6H9N
Source: OMol25
Level of theory: wB97M-V/def2-TZVPD

Values from the calculation:
- SMILES string: Cc1c[nH]cc1C
- Kohn-Sham gap: 9.08 eV
- LUMO energy: 1.09 eV
- HOMO: -0.2937 hartree

The geometry in ORCA input format:
```
! RIJCOSX wB97M-V def2-TZVPD def2/J DEFGRID3
* xyz 0 1
C -1.503 0.594 1.145
C -0.148 0.377 0.496
C 1.034 0.771 1.043
N 2.053 0.455 0.192
C 1.526 -0.180 -0.915
C 0.167 -0.316 -0.757
C -0.811 -1.305 -1.296
H -2.167 0.893 0.333
H -1.796 -0.247 1.762
H -1.479 1.466 1.804
H 1.231 1.219 2.007
H 2.937 0.942 0.210
H 2.175 -0.030 -1.772
H -1.758 -1.229 -0.756
H -0.370 -2.290 -1.162
H -1.092 -1.118 -2.335
*
```

Löwdin atomic charge list, values in e, 2 entries: atom 1 (C): -0.058, atom 2 (C): -0.249

Entry iii
Formula: C6H9N
Source: OMol25
Level of theory: wB97M-V/def2-TZVPD

Values from the calculation:
- SMILES string: C=C(C)C#N.C=C
- Kohn-Sham gap: 10.80 eV
- LUMO energy: 0.69 eV
- HOMO: -0.3716 hartree

The geometry in ORCA input format:
```
! RIJCOSX wB97M-V def2-TZVPD def2/J DEFGRID3
* xyz 0 1
C -1.678 0.163 -0.002
C -0.769 1.100 0.751
C 1.150 -1.860 -0.481
C 1.819 -1.290 -1.478
C 0.437 1.491 0.334
C -1.274 1.607 2.006
N -1.700 2.000 3.009
H -2.562 0.698 -0.368
H -2.030 -0.645 0.648
H -1.150 -0.275 -0.853
H 0.356 -2.581 -0.663
H 1.363 -1.625 0.559
H 2.616 -0.573 -1.291
H 1.603 -1.516 -2.519
H 1.048 2.175 0.916
H 0.841 1.121 -0.603
*
```

Löwdin atomic charge list, values in e, 2 entries: atom 1 (C): -0.061, atom 2 (C): -0.362

Entry iv
Formula: C6H9N
Source: OMol25
Level of theory: wB97M-V/def2-TZVPD

Values from the calculation:
- Kohn-Sham gap (alpha / beta): 7.71 / 7.70 eV
- LUMO energy (alpha / beta): -0.08 / -0.08 eV
- HOMO (alpha / beta): -0.2863 / -0.2859 hartree

The geometry in ORCA input format:
```
! RIJCOSX wB97M-V def2-TZVPD def2/J DEFGRID3
* xyz 0 1
C 0.389 1.275 -0.751
C -0.340 0.683 0.382
C 0.502 2.118 -1.783
C -1.531 -1.219 -0.412
C -2.084 -2.174 0.563
C 2.272 0.471 1.062
N 1.003 0.761 0.403
H 1.407 2.044 -2.357
H -0.300 2.454 -2.336
H -2.356 -0.576 -0.848
H -2.740 -2.862 0.150
H -2.771 -1.643 1.209
H -1.407 -2.810 1.197
H 3.096 0.589 0.210
H 2.480 1.351 1.709
H 2.380 -0.463 1.602
*
```

Löwdin atomic charge list, values in e, 2 entries: atom 1 (C): -0.297, atom 2 (C): 0.072

Among the structures above, stability is smallest for entry iv.